Here is a molecular structure, C33H39F4GeN3STc at a distorted geometry from OMol25. Energies are from ωB97M-V with the def2-TZVPD basis set.

* lowest unoccupied orbital energy (alpha / beta): -0.0445 / -0.0447 Ha
* DFT total energy: -4400.1290 Ha
* gap between HOMO and LUMO (alpha / beta): 5.0 / 5.9 eV
* multiplicity: 4

Last column: Mulliken charge in e.
Cartesian coordinates (Å):
1 Tc -8.4491 -4.0080 14.1590  -0.554
2 C -10.7678 -1.3859 15.1068  -1.235
3 N -9.9957 -2.0858 16.1076  1.420
4 C -9.0830 -4.2270 17.1768  -0.526
5 C -9.5573 -1.1848 17.1774  -0.282
6 C -8.0519 -0.9829 16.9329  -1.420
7 N -7.3060 -2.2068 16.4961  0.376
8 C -7.2784 -2.7089 15.1360  -0.316
9 C -8.6187 -2.9391 12.6436  0.774
10 F -9.9491 -2.4937 12.1606  -0.407
11 C -7.6829 -2.4736 11.6820  0.016
12 F -8.1867 -2.1980 10.4656  -0.352
13 C -6.3507 -2.1629 11.9312  -0.811
14 C -5.6746 -2.3662 13.1377  -0.225
15 F -4.3077 -2.5072 13.0026  -0.333
16 C -6.1078 -2.3749 14.5040  1.341
17 F -5.0936 -1.8784 15.2928  -0.334
18 H -11.5621 -0.8056 15.6161  0.338
19 H -11.2556 -2.0222 14.3991  0.372
20 H -10.1143 -0.7082 14.5502  0.315
21 H -8.0422 -4.3009 16.8367  -0.181
22 H -9.4429 -5.2731 17.1746  0.649
23 H -9.0634 -3.9063 18.2240  -0.189
24 H -10.1421 -0.7067 19.1534  0.622
25 H -10.0455 -0.2269 16.9884  0.790
26 H -7.5237 -0.6027 17.7996  0.554
27 H -7.9730 -0.2346 16.1229  0.313
28 H -5.7304 -1.7646 11.1422  0.437
29 S -12.5639 -6.0714 14.4457  -0.418
30 C -11.7578 -6.4667 12.9578  0.619
31 C -12.0989 -7.4679 12.0409  -0.600
32 C -11.2916 -7.6597 10.9234  -0.603
33 C -10.2366 -6.8082 10.6506  -0.878
34 C -9.8969 -5.7810 11.5076  -0.449
35 C -10.6053 -5.6649 12.7510  -0.269
36 N -10.3297 -4.8748 13.8542  0.959
37 C -11.3042 -4.9488 14.7655  0.297
38 C -11.2364 -4.1882 15.9758  0.266
39 C -12.2665 -4.0206 16.8527  -0.579
40 C -12.2452 -3.1621 18.0334  -0.729
41 C -11.3860 -2.2959 18.7190  -0.807
42 C -10.0337 -1.6484 18.5661  -0.752
43 C -10.0019 -3.4386 16.2917  -0.147
44 H -13.0010 -8.0585 12.2263  0.387
45 H -11.4935 -8.4369 10.1989  0.406
46 H -9.6891 -6.9471 9.7379  0.435
47 H -9.1224 -5.0783 11.2436  0.209
48 H -13.2649 -4.4363 16.6967  0.429
49 H -13.1833 -3.2180 18.5713  0.353
50 H -11.8231 -2.0624 19.7119  0.337
51 H -9.2051 -2.2035 19.0923  0.158
52 C -6.6658 -7.1131 16.4308  -1.318
53 Ge -7.0297 -7.3640 14.4973  0.789
54 C -8.6466 -8.3727 14.0157  -0.987
55 C -5.4172 -8.3049 13.7989  -1.400
56 C -7.1826 -5.5238 13.4481  -1.036
57 H -5.8379 -7.7538 16.6988  0.561
58 H -7.5157 -7.3972 17.0434  0.400
59 H -6.3796 -6.1054 16.6615  0.196
60 H -8.4461 -9.4535 14.1371  0.468
61 H -8.8904 -8.1949 12.9621  0.157
62 H -9.4756 -8.0719 14.6769  0.271
63 H -5.4524 -9.3562 14.0187  0.430
64 H -4.4896 -7.9383 14.2407  0.377
65 H -5.2800 -8.2207 12.7398  0.391
66 H -7.4681 -5.8349 12.4052  0.283
67 H -6.0899 -5.2836 13.3510  0.542
68 C -5.0117 -2.5999 20.6445  -1.719
69 C -5.3058 -3.7029 19.5680  1.908
70 C -6.1849 -4.8344 20.1498  -1.336
71 C -3.9289 -4.2133 19.1702  -1.749
72 C -6.0389 -3.1622 18.4603  -0.415
73 C -6.5900 -2.6907 17.4747  0.321
74 H -4.6152 -3.0340 21.5580  0.440
75 H -5.9454 -2.1259 20.9361  0.340
76 H -4.3127 -1.8367 20.3178  0.360
77 H -5.8300 -5.1345 21.1443  0.434
78 H -6.1941 -5.7275 19.5022  0.187
79 H -7.2224 -4.4588 20.2722  0.211
80 H -3.4485 -4.6806 20.0329  0.434
81 H -3.2360 -3.4450 18.8271  0.376
82 H -3.9247 -4.9892 18.4305  0.309